Record 1
Formula: C8H9Cl3N4O2S2SbSe4SiTi
Source: the Open Molecules 2025 dataset
Level of theory: ωB97M-V with the def2-TZVPD basis set

Each line ends with the Mulliken charge.
Cartesian coordinates (Å):
Ti  -0.885869  -0.100626  -0.411714  0.079
Se  -2.224769  1.082574  -4.204914  -0.816
Sb  -2.635269  -0.549426  -2.436514  0.709
Se  -3.037169  0.622874  0.351286  -0.891
Se  -1.045869  -2.782426  -0.357214  -0.402
Se  -4.786669  -1.555326  -2.954914  -0.768
N  -2.449069  -1.467926  2.664486  -0.312
C  -1.239269  -0.884226  2.727086  0.208
N  -0.471469  -0.628726  1.708086  0.609
C  0.793331  -0.239526  2.085886  -0.375
C  0.973831  -0.117926  3.439586  -0.493
S  -0.479169  -0.560326  4.291386  -0.285
C  1.766231  -0.030626  1.056186  -0.404
C  3.093331  0.284574  1.197586  -0.379
S  3.824331  0.549574  -0.357314  -0.298
C  2.251431  0.243374  -1.094614  -0.024
N  1.334331  -0.108426  -0.247314  0.762
N  2.058531  0.344474  -2.428814  -0.206
H  -2.912769  -1.376126  1.757686  0.079
H  -3.068969  -1.311026  3.443786  0.226
H  1.840431  0.199274  3.979086  0.433
H  3.657431  0.411974  2.096986  0.438
H  2.786931  0.808674  -2.945114  0.205
H  1.121531  0.643574  -2.707414  0.200
C  -0.773869  3.089774  0.402086  -1.024
C  0.069131  2.413274  -0.669014  0.881
O  1.214631  2.768774  -0.908014  -0.659
O  -0.488369  1.420774  -1.273314  0.119
H  -0.337469  4.044974  0.688986  0.318
H  -0.812569  2.427074  1.280086  0.153
H  -1.794969  3.218274  0.029786  0.262
Cl  -0.039169  -4.903226  -3.003414  -0.329
Si  0.271431  -3.115726  -2.052314  0.529
Cl  2.282631  -3.112426  -1.575314  -0.317
Cl  0.143231  -1.729826  -3.572814  -0.229

Forces on atoms 1 to 3 (eV/Å):
Ti -1.2 -3.0 1.1
Se 0.1 0.0 0.0
Sb -1.5 0.9 -0.7

The value obtained for the total energy is -13842.08530 Ha. Its charge is -2. As for the spin multiplicity: 2.

---

Record 2
Formula: C10H20BaF12NO8PS2
Source: the Open Molecules 2025 dataset
Level of theory: ωB97M-V with the def2-TZVPD basis set

Each line ends with the Mulliken charge.
Cartesian coordinates (Å):
Ba  0.149184  0.518021  0.419759  1.980
P  1.038802  5.152375  3.425026  1.105
F  -0.114269  6.178248  3.873712  -0.340
F  0.490286  5.105682  1.914890  -0.347
F  2.169019  6.295922  3.105260  -0.347
F  2.057671  4.001850  2.928538  -0.356
F  1.648565  5.104999  4.986528  -0.372
F  0.016827  3.971807  3.737710  -0.343
C  -3.232444  -2.896199  4.456956  0.683
F  -3.353555  -1.552440  4.321173  -0.233
F  -3.760853  -3.292245  5.575897  -0.217
F  -3.867784  -3.450300  3.419428  -0.233
S  -1.351914  -3.499200  4.154257  0.928
O  -0.596617  -2.326742  4.492336  -0.655
O  -1.218684  -4.627494  5.067885  -0.543
N  -1.265462  -3.704310  2.416324  -0.422
S  -1.461850  -5.222619  2.319782  1.053
O  -0.227061  -6.001577  2.340440  -0.663
O  -2.578953  -5.868806  3.033816  -0.590
C  -1.972427  -5.324828  0.460333  0.572
F  -2.054925  -6.692039  0.140566  -0.223
F  -3.146204  -4.760731  0.345900  -0.207
F  -1.058405  -4.684639  -0.303301  -0.234
C  5.345013  -1.583516  0.231630  -0.739
O  4.596317  -0.584316  -0.549398  -0.298
C  5.290514  -0.192129  -1.763205  -0.581
C  5.366339  1.266229  -2.022964  -0.530
O  4.066877  1.811547  -2.117594  -0.252
C  4.048056  3.249368  -2.303392  -0.863
H  5.553599  -1.242341  1.245635  0.272
H  6.216429  -2.058932  -0.218594  0.306
H  4.733286  -2.483007  0.300872  0.288
H  4.795880  -0.657348  -2.615861  0.296
H  6.291289  -0.609636  -1.873800  0.394
H  6.130709  1.534457  -2.752273  0.420
H  5.873019  1.660517  -1.142107  0.325
H  4.296812  3.764615  -1.375629  0.366
H  3.107417  3.706615  -2.610338  0.275
H  4.592033  3.477333  -3.220019  0.315
C  -4.885704  1.712521  -0.370768  -0.786
O  -3.889206  1.451096  -1.338824  -0.285
C  -4.367502  0.645503  -2.376475  -0.540
C  -3.542226  0.924846  -3.583790  -0.621
O  -2.126044  0.647915  -3.441325  -0.230
C  -1.344832  0.805511  -4.567944  -0.794
H  -5.368508  0.771538  -0.107072  0.358
H  -5.718083  2.302496  -0.754400  0.302
H  -4.398174  2.132953  0.508805  0.241
H  -5.403347  0.763938  -2.694434  0.367
H  -4.301334  -0.428408  -2.202014  0.360
H  -3.720196  1.977650  -3.802931  0.340
H  -4.002611  0.346940  -4.385147  0.402
H  -1.871566  0.292214  -5.372426  0.299
H  -0.379098  0.300232  -4.555373  0.276
H  -1.294104  1.868866  -4.802062  0.318

Forces on atoms 1 to 3 (eV/Å):
Ba 0.0 0.2 0.4
P 1.2 0.6 1.9
F 0.8 0.5 -0.4

The value obtained for the total energy is -3411.21903 Ha. Its charge is 0.

---

Record 3
Formula: C19H11Cl3FIrN3O5
Source: the Open Molecules 2025 dataset
Level of theory: ωB97M-V with the def2-TZVPD basis set

Each line ends with the Mulliken charge.
Cartesian coordinates (Å):
Ir  0.547856  -0.732923  0.309528  1.286
Cl  5.880385  -0.025750  4.838199  -0.065
C  4.376499  -0.246259  4.121744  0.475
C  4.324398  -0.524808  2.726644  -0.791
C  3.107316  -0.674064  2.159380  0.669
Cl  2.936979  -1.068884  0.466129  -0.096
C  1.877480  -0.532184  2.878946  0.439
O  0.737383  -0.566703  2.321979  -0.634
C  1.984930  -0.322017  4.307746  0.349
Cl  0.555278  -0.252984  5.204677  -0.081
C  3.212903  -0.167615  4.895612  -0.648
H  5.240123  -0.616269  2.157944  0.501
H  3.283409  0.014954  5.959092  0.487
F  4.131892  1.154171  -4.879946  -0.247
C  3.181731  0.615453  -4.150216  0.252
C  2.206413  1.356514  -3.618942  -0.040
N  1.202997  0.782102  -2.839090  0.115
C  0.133690  1.592187  -2.264149  -0.833
C  0.424020  1.979837  -0.819844  0.463
O  0.060834  3.022747  -0.382061  -0.487
O  1.131081  1.059000  -0.133234  -0.454
C  1.243395  -0.510278  -2.523160  0.625
O  0.384330  -1.003268  -1.717317  -0.806
N  2.188907  -1.272874  -3.089354  -0.015
C  3.243984  -0.834649  -3.947948  0.274
O  4.039866  -1.606996  -4.381151  -0.491
H  2.148550  2.422638  -3.786696  0.412
H  -0.774380  0.992476  -2.202925  0.337
H  -0.025096  2.503271  -2.830889  0.383
H  2.159626  -2.269675  -2.904980  0.286
N  -1.423397  -0.694818  0.279122  -0.594
C  -2.567557  -0.587749  0.302643  0.529
C  -3.973797  -0.452781  0.315479  0.676
C  -4.637404  -0.288711  1.538361  -0.403
C  -6.007784  -0.128285  1.531985  -0.651
C  -6.701545  -0.129474  0.326273  -0.336
C  -6.039690  -0.310611  -0.884090  -0.659
C  -4.669705  -0.471487  -0.901278  -0.389
H  -4.079748  -0.283374  2.464891  0.464
H  -6.539904  0.001073  2.463722  0.416
H  -7.773202  0.018233  0.329122  0.420
H  -6.596526  -0.326813  -1.810239  0.415
H  -4.136506  -0.612363  -1.831718  0.445

Forces on atoms 1 to 3 (eV/Å):
Ir 0.5 -0.6 -0.6
Cl 0.0 0.0 0.0
C -0.1 0.0 0.0

The value obtained for the total energy is -2855.27169 Ha. Its charge is +2. As for the spin multiplicity: 2.

---

Record 4
Formula: C21H21ClIrN3O4
Source: the Open Molecules 2025 dataset
Level of theory: ωB97M-V with the def2-TZVPD basis set

Each line ends with the Mulliken charge.
Cartesian coordinates (Å):
Ir  0.998339  0.045391  -0.260629  0.737
O  3.121351  -2.759467  1.789445  -0.617
Cl  2.705318  -1.580558  1.162396  1.918
O  2.282534  -1.842017  -0.240993  -0.689
O  3.661370  -0.537137  1.179755  -0.605
O  1.421568  -1.083606  1.748102  -0.653
C  4.164578  3.211081  -0.036899  -0.960
C  3.533988  1.966254  -0.141795  0.082
N  2.217443  1.834430  -0.147159  0.006
C  1.461065  2.956700  -0.041326  0.482
C  2.004363  4.237620  0.068530  0.837
C  3.407996  4.347582  0.069778  -0.490
C  1.120724  5.362433  0.173984  -0.854
C  -0.218982  5.196590  0.166208  -0.955
C  -0.797953  3.889355  0.058966  0.970
C  -2.182397  3.658975  0.048733  -0.577
C  -2.640795  2.366085  -0.032096  -1.156
C  -1.731248  1.315824  -0.098576  0.452
N  -0.414220  1.498557  -0.119589  -0.089
C  0.048311  2.779322  -0.038475  -0.404
H  5.244116  3.250961  -0.042800  0.414
H  4.116045  1.061567  -0.236032  0.604
H  3.872468  5.321675  0.152439  0.472
H  1.553245  6.350055  0.263961  0.444
H  -0.883655  6.045873  0.250303  0.438
H  -2.870598  4.491736  0.112889  0.484
H  -3.697490  2.142234  -0.042302  0.458
H  -2.078651  0.294916  -0.149173  0.116
C  -2.875016  -4.236685  0.587966  -0.768
N  -1.999245  -3.402008  1.463694  -0.020
C  -2.616971  -2.078255  1.747112  -0.798
C  -0.579402  -3.286008  0.944151  -1.782
C  -0.472294  -2.722604  -0.446297  1.323
C  -0.225608  -3.595496  -1.498975  -0.338
C  0.045340  -3.145261  -2.796244  -0.835
C  0.001883  -1.803871  -3.084478  -0.878
C  -0.299807  -0.889992  -2.053777  -0.921
C  -0.419688  -1.350464  -0.727958  0.623
H  -3.832464  -4.375315  1.083038  0.348
H  -2.397029  -5.199111  0.423345  0.353
H  -3.011131  -3.719213  -0.357646  0.360
H  -1.912630  -3.891221  2.356401  0.363
H  -2.697100  -1.539186  0.806437  0.353
H  -1.987884  -1.534814  2.448023  0.349
H  -3.607417  -2.234023  2.167036  0.400
H  -0.181649  -4.299945  0.966344  0.593
H  -0.034322  -2.677047  1.660958  0.412
H  -0.154349  -4.658464  -1.296430  0.482
H  0.265956  -3.863781  -3.573522  0.444
H  0.128877  -1.448767  -4.098514  0.486
H  -0.556874  0.129093  -2.338307  0.583

Forces on atoms 1 to 3 (eV/Å):
Ir -2.2 -1.4 -0.1
O -0.1 -0.2 0.0
Cl 0.1 0.2 0.2

The value obtained for the total energy is -1841.72719 Ha. Its charge is +2.

---

Record 5
Formula: C7H19CuIN3O
Source: the Open Molecules 2025 dataset
Level of theory: ωB97M-V with the def2-TZVPD basis set

Each line ends with the Mulliken charge.
Cartesian coordinates (Å):
Cu  0.073677  0.478649  0.276890  -0.052
N  2.003282  -0.194728  -0.146101  -0.390
C  2.907686  -0.329250  1.019006  -0.783
C  2.860057  0.921224  1.914511  -0.164
C  2.109506  0.740153  3.242384  -0.877
C  0.595478  0.903927  3.194747  -0.436
N  -0.073594  -0.032065  2.257845  -0.278
H  1.994373  -1.055180  -0.683657  0.275
H  2.358898  0.528186  -0.766164  0.317
H  3.929167  -0.516158  0.684989  0.374
H  2.594290  -1.210313  1.580668  0.395
H  2.411841  1.743239  1.346962  0.174
H  3.880596  1.221406  2.149064  0.340
H  2.470138  1.486131  3.952320  0.378
H  2.358693  -0.236151  3.669002  0.329
H  0.337441  1.917826  2.883177  0.203
H  0.207762  0.759561  4.205588  0.410
H  -1.070336  -0.037087  2.449585  0.321
H  0.258074  -0.979180  2.414507  0.245
I  -3.167930  1.760922  0.297705  -0.008
C  -1.852458  0.178889  -0.223556  -0.889
H  -1.841180  0.093273  -1.309129  0.447
H  -2.236234  -0.727494  0.236912  0.458
C  -0.138086  4.259852  0.738102  -0.899
C  0.043221  3.487529  -0.533625  0.668
N  -0.281715  4.108111  -1.666657  -0.384
O  0.473861  2.321862  -0.558963  -0.412
H  -0.176135  5.331721  0.556084  0.404
H  0.674941  4.040183  1.427571  0.224
H  -1.076172  3.951244  1.202932  0.179
H  -0.623604  5.052347  -1.683247  0.197
H  -0.226838  3.607570  -2.538653  0.233

Forces on atoms 1 to 3 (eV/Å):
Cu -0.7 -0.1 -0.1
N 0.0 0.1 0.0
C 0.0 0.1 0.1

The value obtained for the total energy is -2455.60421 Ha. Its charge is +1. As for the spin multiplicity: 2.

---

Record 6
Formula: C7H14O
Source: the Open Molecules 2025 dataset
Level of theory: ωB97M-V with the def2-TZVPD basis set

Each line ends with the Mulliken charge.
Cartesian coordinates (Å):
C  2.000948  -0.748903  0.343665  -0.418
O  1.815996  -2.007318  1.063911  -0.567
C  1.232117  0.285949  1.192529  -0.390
C  0.618695  1.386517  0.289979  -0.996
C  -0.596633  0.965120  -0.516473  0.717
C  -0.629088  1.267351  -1.813870  -1.051
C  -1.758120  0.286256  0.132121  -0.647
C  -2.094992  -1.111639  -0.435261  -1.124
H  3.090154  -0.636580  0.397124  0.354
H  1.770986  -0.907126  -0.700923  0.258
H  2.575623  -2.405488  1.442203  0.276
H  0.408929  -0.351713  1.519907  0.227
H  1.907221  0.750547  1.899142  0.348
H  0.283699  2.210651  0.912846  0.367
H  1.408416  1.802811  -0.352752  0.315
H  -1.535010  1.061755  -2.396641  0.288
H  0.176743  1.525907  -2.482310  0.312
H  -1.504271  0.159557  1.197242  0.332
H  -2.654624  0.912989  0.090799  0.418
H  -3.110030  -1.227098  -0.796698  0.329
H  -1.943973  -1.899653  0.309967  0.302
H  -1.462787  -1.319893  -1.296508  0.352

Forces on atoms 1 to 3 (eV/Å):
C 1.8 -1.3 2.2
O -2.0 0.1 -0.9
C -0.5 -0.1 -2.9

The value obtained for the total energy is -350.29348 Ha. Its charge is 0.